No. 1
Computed, not measured: a 10-piece molecular cluster, C42H113N9O12 overall at a distorted geometry, with the ωB97M-V functional and the def2-TZVPD basis.

Last column: Mulliken charge in e.
Geometry (Å):
1 C 11.19616 20.94861 18.01917  -0.40
2 O 10.19050 20.62080 17.05108  0.23
3 C 9.16036 21.57638 17.05399  -0.29
4 C 8.42772 21.75339 18.34282  0.64
5 C 7.82320 20.44656 18.82897  -1.03
6 N 7.45560 22.90308 18.18929  -0.66
7 H 12.04126 20.31174 17.82091  -0.45
8 H 10.90052 20.80618 19.08449  0.26
9 H 11.50486 21.99532 17.87495  0.40
10 H 9.54786 22.53753 16.71974  -0.23
11 H 8.45283 21.11891 16.31968  0.12
12 H 9.13413 22.08944 19.10534  0.20
13 H 7.04962 20.04988 18.20906  0.37
14 H 7.31079 20.64752 19.77168  0.44
15 H 8.64293 19.70391 18.90828  -0.10
16 H 7.83870 23.66396 17.73323  0.22
17 H 6.48548 22.67076 17.89686  0.24
18 C 18.32138 17.49848 15.68314  -0.33
19 O 18.61656 17.60851 14.21002  -0.39
20 C 18.01301 18.74693 13.67328  0.26
21 C 17.83265 18.62412 12.14160  0.00
22 C 17.42758 19.93023 11.46201  -1.23
23 N 16.94136 17.60646 11.64583  -0.01
24 H 18.94314 16.64952 15.95611  0.27
25 H 17.23026 17.27579 15.85965  -0.11
26 H 18.66621 18.32898 16.24250  0.41
27 H 17.03893 19.02509 14.15170  -0.41
28 H 18.63983 19.66682 13.90850  0.47
29 H 18.80463 18.46678 11.66678  0.52
30 H 18.08529 20.77294 11.68224  0.59
31 H 16.45181 20.39305 11.71667  -0.11
32 H 17.49482 19.74081 10.36789  0.27
33 H 16.10127 17.61751 12.24123  -0.54
34 H 17.35963 16.71761 11.88175  0.32
35 C 11.96941 14.99572 15.45970  -0.24
36 O 13.33934 15.20158 15.78724  -0.25
37 C 14.20659 14.81070 14.74097  -1.32
38 C 15.62503 15.12203 15.02684  3.08
39 C 16.54604 14.70748 13.84668  -0.61
40 N 16.22388 14.56233 16.20344  -0.74
41 H 11.71767 15.80737 14.79041  -0.05
42 H 11.33175 14.96068 16.37894  -0.01
43 H 11.85930 14.08930 14.82742  0.40
44 H 14.15799 13.76661 14.62936  0.73
45 H 13.93085 15.19890 13.77835  0.33
46 H 15.72990 16.20505 15.18020  -2.32
47 H 16.78583 13.64827 13.85882  0.56
48 H 17.48969 15.25150 13.92021  0.29
49 H 16.19662 15.04714 12.89305  -0.67
50 H 15.58910 14.73862 17.04040  0.28
51 H 16.19735 13.53571 16.15023  0.43
52 C 8.86041 16.14157 18.63895  -0.57
53 O 9.29300 16.39694 17.28034  0.02
54 C 8.18991 16.69976 16.37638  -0.75
55 C 8.75258 16.76887 14.94479  0.49
56 C 9.67416 17.99058 14.85534  -0.51
57 N 7.75064 16.81860 13.90875  -0.60
58 H 8.25719 15.23403 18.76052  0.35
59 H 8.38940 17.01974 19.06941  0.19
60 H 9.86344 16.00080 19.16549  0.01
61 H 7.36211 15.95550 16.43385  0.38
62 H 7.81334 17.74166 16.58512  0.03
63 H 9.38050 15.88062 14.81198  0.21
64 H 9.01461 18.85191 14.86530  0.40
65 H 10.17551 17.94294 13.87629  -0.37
66 H 10.38287 17.99163 15.69403  0.16
67 H 7.08486 16.10204 14.07934  0.31
68 H 7.17105 17.67285 14.01518  0.30
69 C 10.87354 18.02419 20.67331  -0.73
70 O 11.75174 17.15272 19.99074  -0.37
71 C 12.87409 17.79741 19.45603  -0.07
72 C 14.08849 16.84020 19.48931  0.14
73 C 15.26408 17.72740 18.99346  -1.16
74 N 13.90670 15.63172 18.65002  -0.41
75 H 11.36995 18.45290 21.54068  0.41
76 H 9.94828 17.55832 20.99110  0.39
77 H 10.61138 18.86479 19.98713  0.07
78 H 12.70013 18.17636 18.39696  -0.35
79 H 13.18990 18.68623 20.01940  0.65
80 H 14.26741 16.52334 20.52650  0.44
81 H 15.22624 17.63996 17.92745  -0.03
82 H 16.21732 17.41125 19.37326  0.42
83 H 15.15185 18.78265 19.26588  0.42
84 H 13.51162 15.89098 17.78679  -0.15
85 H 13.11254 15.06881 19.07461  0.36
86 C 15.07302 20.50160 16.25985  -0.85
87 O 14.03689 19.55996 16.04657  0.63
88 C 14.22010 18.67778 14.97556  1.04
89 C 14.03278 19.39317 13.60469  0.20
90 C 12.70908 20.14958 13.44832  -0.09
91 N 14.18417 18.29994 12.60266  1.91
92 H 15.24533 21.27916 15.47660  0.03
93 H 16.01902 19.95483 16.42069  0.19
94 H 14.73338 21.09580 17.12222  0.27
95 H 15.24596 18.29107 15.00216  -1.32
96 H 13.41214 17.96619 15.24380  -0.23
97 H 14.83648 20.11054 13.45643  0.21
98 H 12.74624 20.98855 14.12176  -0.23
99 H 11.80905 19.53124 13.64308  -0.60
100 H 12.62525 20.49556 12.42173  0.13
101 H 13.49254 17.60967 12.90849  -0.73
102 H 13.93985 18.62578 11.68796  -0.54
103 C 11.06855 20.38572 9.77098  -0.52
104 O 12.47453 20.44887 9.65215  -0.17
105 C 13.11039 19.25222 9.21504  -0.72
106 C 14.60206 19.58684 8.97958  2.94
107 C 14.86602 20.50124 7.75711  -1.92
108 N 15.28087 18.29690 8.74797  -0.38
109 H 10.55235 19.92866 8.90011  0.33
110 H 10.74324 21.43435 9.69250  -0.01
111 H 10.67822 19.90378 10.67348  0.21
112 H 12.93792 18.49461 9.98754  -0.51
113 H 12.70843 18.83799 8.27693  0.56
114 H 14.96106 20.04358 9.92547  -1.43
115 H 14.17530 21.35475 7.71853  0.35
116 H 14.81330 19.84620 6.88052  0.51
117 H 15.88288 20.87605 7.75286  0.50
118 H 15.87273 17.95202 9.48977  0.13
119 H 15.85897 18.34006 7.91523  0.26
120 C 17.16848 10.66953 9.60556  -0.73
121 O 16.79627 11.84669 10.26122  -0.27
122 C 15.86589 12.56979 9.48366  -0.61
123 C 15.48126 13.74183 10.37012  -0.04
124 N 14.71722 14.83806 9.69642  -0.21
125 C 13.84890 15.71862 10.43980  0.29
126 C 12.54669 14.99935 10.72692  -1.18
127 O 11.71111 15.93750 11.33183  -0.06
128 C 10.50756 15.37960 11.73834  -0.63
129 H 17.69832 10.09339 10.35658  0.23
130 H 17.88226 10.90760 8.77967  0.27
131 H 16.29816 10.09733 9.20951  0.30
132 H 15.00611 11.91921 9.26409  0.36
133 H 16.32409 12.92067 8.53475  0.32
134 H 16.35367 14.15625 10.86030  0.08
135 H 14.86619 13.28611 11.20536  0.06
136 H 15.34796 15.37984 9.12037  0.43
137 H 13.65170 16.55029 9.86061  0.61
138 H 14.25547 15.98668 11.44354  -0.75
139 H 12.59771 14.10762 11.35719  0.35
140 H 12.12257 14.65148 9.80454  0.54
141 H 10.08615 15.96413 12.56481  -0.08
142 H 10.57096 14.30602 12.09690  0.31
143 H 9.72615 15.41490 10.95090  0.29
144 C 9.48838 24.46206 9.98526  -0.71
145 O 9.73575 23.98674 11.33175  -0.34
146 C 10.98928 24.49668 11.93268  0.27
147 C 11.04233 23.97443 13.33347  -0.68
148 N 12.22324 24.30985 14.09101  -0.19
149 C 11.99718 23.82190 15.48834  -0.14
150 C 13.22870 24.09399 16.34524  -0.42
151 O 13.15604 25.41443 16.81839  -0.43
152 C 14.39806 25.78393 17.50382  -0.76
153 H 8.44813 24.17219 9.69782  0.23
154 H 10.25477 24.03323 9.39727  0.26
155 H 9.53011 25.56350 9.84727  0.28
156 H 10.98676 25.61497 11.89333  0.44
157 H 11.81152 24.17412 11.32404  -0.30
158 H 10.96488 22.85532 13.21783  -0.07
159 H 10.12721 24.28138 13.83783  0.47
160 H 12.26677 25.31320 14.03325  0.29
161 H 11.81427 22.77424 15.44575  0.07
162 H 11.11138 24.33622 15.88044  0.39
163 H 14.14991 23.85130 15.76188  0.27
164 H 13.20414 23.43400 17.25542  0.30
165 H 14.29514 26.85919 17.59964  0.29
166 H 15.31948 25.56621 16.92266  0.29
167 H 14.54494 25.25333 18.44832  0.29
168 C 14.75011 22.95300 11.70486  0.10
169 C 14.70698 23.86979 10.46648  -0.18
170 O 15.47803 23.41021 9.43635  -0.55
171 H 13.99859 23.24786 12.44275  -0.21
172 H 15.74336 22.81019 12.09630  0.41
173 H 14.42841 21.95209 11.26502  -0.29
174 H 15.11260 24.78976 10.88073  0.36
175 H 13.65854 24.13070 10.19270  0.08
176 H 15.63660 22.47615 9.62050  0.25

Summary:
- orbital gap (eV) = 8.951
- total energy (Eh) = -3063.395376
- HOMO level (eV) = -8.4



No. 2
Computed, not measured: a 12-piece molecular cluster, C42H114N12O18 overall at a distorted geometry, with the ωB97M-V functional and the def2-TZVPD basis.

Last column: Mulliken charge in e.
Geometry (Å):
1 C 0.23596 -4.88094 -1.47666  -0.39
2 O -0.87159 -5.78376 -1.33791  -0.55
3 C -1.50587 -5.52357 -0.08025  1.02
4 C -2.99711 -5.86019 -0.06863  -1.60
5 N -4.11215 -4.96284 -0.46295  -0.31
6 C -4.36704 -3.79586 0.39661  0.44
7 C -5.72159 -3.19406 0.18710  -1.12
8 O -5.72566 -2.56727 -1.09342  0.01
9 C -6.91747 -1.86717 -1.35148  -0.85
10 H 0.76264 -4.92593 -0.53149  0.30
11 H 0.03211 -3.84592 -1.78605  0.08
12 H 0.89458 -5.19882 -2.32299  0.26
13 H -1.39553 -4.42572 0.14825  -0.23
14 H -1.04975 -6.18047 0.71049  0.09
15 H -3.27535 -6.22757 0.95519  0.47
16 H -3.17299 -6.82275 -0.58112  0.39
17 H -3.86008 -4.70970 -1.41095  0.33
18 H -3.67037 -2.93145 0.25349  -0.17
19 H -4.21119 -4.11253 1.43332  0.36
20 H -5.80567 -2.38519 0.99255  0.28
21 H -6.57757 -3.91832 0.22827  0.37
22 H -6.93913 -0.97745 -0.71157  0.28
23 H -7.86117 -2.52175 -1.26216  0.30
24 H -6.85766 -1.57309 -2.41064  0.23
25 C -4.07119 -1.52726 -3.88630  -1.11
26 O -3.26587 -0.85961 -2.85294  0.36
27 C -2.60005 -1.78929 -2.05688  0.26
28 C -1.95761 -1.01530 -0.95875  0.57
29 N -3.00089 -0.40461 -0.13289  0.10
30 C -2.33515 0.37652 0.90088  1.64
31 C -3.27730 1.39095 1.54889  -0.26
32 O -3.65610 2.28055 0.52389  0.13
33 C -4.45915 3.35661 0.87419  -1.05
34 H -4.58017 -0.67258 -4.37442  0.16
35 H -4.53599 -2.34929 -3.40803  0.36
36 H -3.35268 -1.95944 -4.62026  0.22
37 H -1.76058 -2.33988 -2.51299  0.20
38 H -3.33040 -2.56386 -1.76064  -1.37
39 H -1.31078 -0.33473 -1.38329  0.16
40 H -1.18999 -1.62333 -0.39059  -0.79
41 H -3.47634 0.22647 -0.69127  0.33
42 H -1.53597 0.92864 0.44450  -0.83
43 H -1.77925 -0.21171 1.63577  -0.61
44 H -2.71079 1.92576 2.35128  -0.35
45 H -4.21442 0.85258 1.88503  0.41
46 H -5.36185 3.09175 1.39441  0.40
47 H -4.69948 3.93358 -0.03398  0.31
48 H -3.96067 4.04244 1.51483  0.20
49 C -0.48802 -0.80310 -5.60899  -0.65
50 O 0.82678 -0.51558 -5.16163  -0.55
51 C 0.92618 -1.02138 -3.81703  0.85
52 C 2.35700 -0.91244 -3.42016  -1.72
53 N 2.63014 -1.71143 -2.21567  0.67
54 C 3.99342 -1.64822 -1.77269  -1.14
55 C 4.17579 -2.54811 -0.61107  0.64
56 O 3.64678 -3.79032 -0.99396  -0.16
57 C 3.71514 -4.76317 0.03955  -0.95
58 H -0.70897 -0.15990 -6.44312  0.44
59 H -1.18772 -0.67248 -4.81937  -0.01
60 H -0.54049 -1.84776 -5.95115  0.41
61 H 0.65916 -2.06545 -3.74399  0.67
62 H 0.26755 -0.42705 -3.18738  -0.40
63 H 2.62468 0.11524 -3.22727  0.38
64 H 2.95497 -1.27113 -4.27780  0.13
65 H 2.50692 -2.68247 -2.36290  -0.21
66 H 4.22780 -0.65142 -1.46072  0.60
67 H 4.71843 -1.92889 -2.58474  0.30
68 H 3.63693 -2.22175 0.30544  -0.80
69 H 5.22908 -2.59458 -0.39702  0.63
70 H 3.38749 -4.33047 0.95530  0.19
71 H 4.70649 -5.17357 0.18950  0.28
72 H 3.03187 -5.51842 -0.25214  0.37
73 C -5.95925 1.71775 -3.20529  -0.35
74 O -4.86700 1.62720 -4.08748  -0.23
75 C -4.13924 2.80656 -4.31505  -0.50
76 C -2.78830 2.34425 -4.86994  -0.93
77 N -2.00455 1.73079 -3.83365  1.66
78 C -1.58586 2.63852 -2.71873  -0.14
79 C -0.15717 3.10520 -2.79845  0.15
80 O 0.25768 3.79465 -3.92355  -0.53
81 C 0.63871 2.93123 -4.98859  -0.53
82 H -6.75609 2.24052 -3.70381  0.38
83 H -5.67754 2.22695 -2.21555  0.05
84 H -6.25101 0.70393 -3.09841  -0.01
85 H -3.99819 3.33027 -3.34711  0.23
86 H -4.61547 3.50395 -4.97539  0.47
87 H -2.34389 3.25963 -5.35916  0.47
88 H -2.94488 1.62844 -5.69220  0.29
89 H -2.43593 0.85286 -3.52623  -0.88
90 H -1.73411 2.09319 -1.79579  -0.32
91 H -2.21273 3.52922 -2.66821  0.28
92 H 0.47226 2.21968 -2.69148  0.12
93 H 0.05859 3.72146 -1.91634  -0.09
94 H 1.52714 2.43263 -4.74586  0.25
95 H 0.89604 3.60904 -5.79792  0.27
96 H -0.15176 2.24389 -5.15105  0.10
97 C 2.74862 1.38713 5.01997  -0.70
98 O 3.62085 0.89715 4.01052  -0.45
99 C 3.56241 1.70118 2.86817  -0.05
100 C 4.63901 1.39534 1.83355  -0.20
101 N 6.03574 1.60999 2.24156  -0.26
102 C 7.08050 1.29654 1.25082  -0.26
103 C 8.41438 1.41297 1.95637  -0.63
104 O 9.48976 1.03007 1.09469  -0.31
105 C 10.73445 1.09155 1.76062  -0.78
106 H 3.11686 2.24302 5.41689  0.60
107 H 2.75244 0.68083 5.81755  0.37
108 H 1.70055 1.48424 4.71931  -0.04
109 H 3.54741 2.71881 3.20884  0.81
110 H 2.54448 1.49183 2.45906  -0.34
111 H 4.42062 1.92864 0.87671  0.28
112 H 4.34734 0.34450 1.54074  -0.31
113 H 6.10683 1.05526 3.09545  0.32
114 H 7.03607 2.07231 0.46404  0.24
115 H 6.99270 0.31753 0.79781  0.17
116 H 8.35873 0.70262 2.78713  0.32
117 H 8.50294 2.38717 2.42713  0.40
118 H 10.92630 2.08893 2.10449  0.32
119 H 11.45057 0.80923 1.03675  0.26
120 H 10.77426 0.41332 2.59153  0.32
121 C -5.00939 4.86679 4.32251  -0.63
122 O -3.72184 5.39656 4.55496  -0.33
123 C -3.04969 4.84566 5.70170  -0.51
124 C -1.58831 5.22526 5.38896  -0.71
125 N -1.03312 4.15117 4.67010  0.32
126 C 0.30098 4.30766 4.07431  0.14
127 C 0.40468 5.38994 3.00599  -0.66
128 O -0.60075 5.08443 2.02872  -0.38
129 C -0.15018 4.22963 1.00207  0.40
130 H -5.80623 5.14958 5.03992  0.31
131 H -4.92756 3.75609 4.17463  0.25
132 H -5.32523 5.30728 3.33399  0.19
133 H -3.14702 3.72916 5.67240  0.13
134 H -3.56215 5.21581 6.58243  0.51
135 H -1.02462 5.20068 6.36307  0.43
136 H -1.66558 6.21578 4.98130  0.35
137 H -1.69846 3.88861 3.96183  -0.08
138 H 0.68084 3.40761 3.66932  -0.59
139 H 0.98871 4.68600 4.89929  0.43
140 H 1.36204 5.55892 2.46820  0.38
141 H 0.03475 6.31257 3.38575  0.29
142 H -1.00420 3.77416 0.44029  -0.37
143 H 0.25631 3.38262 1.52936  -0.13
144 H 0.64598 4.62618 0.23239  0.30
145 N -1.99400 0.70790 4.60064  -0.21
146 C -0.96210 0.26546 3.87108  -0.28
147 N -0.98602 -1.09004 3.66491  -0.07
148 O -0.08931 0.99363 3.35471  0.14
149 H -2.62326 0.06276 4.95337  0.16
150 H -1.94141 1.56946 5.12309  0.24
151 H -0.24347 -1.53088 3.08782  -0.04
152 H -1.60593 -1.70452 4.10408  0.14
153 N 4.50603 -3.43915 -5.68193  -0.37
154 C 4.04404 -4.12854 -4.54229  0.64
155 N 4.98896 -4.79874 -3.73459  -0.43
156 O 2.84791 -4.08447 -4.23599  -0.52
157 H 5.38938 -3.50537 -6.01774  0.13
158 H 3.92115 -2.84144 -6.20597  0.20
159 H 4.63019 -5.01046 -2.81342  0.18
160 H 5.91948 -4.59208 -3.83752  0.22
161 N -2.31037 -6.13021 3.95917  -0.42
162 C -1.85129 -4.81517 3.76462  0.56
163 N -0.73502 -4.72613 3.06085  -0.05
164 O -2.50023 -3.79846 4.11713  -0.72
165 H -3.01628 -6.29362 4.69659  0.25
166 H -1.74403 -6.88752 3.63784  0.17
167 H -0.03035 -5.48029 3.10823  0.30
168 H -0.28126 -3.82284 2.98029  -0.14
169 C 2.99520 4.25667 -2.35088  -0.38
170 O 2.99672 4.06252 -0.87832  -0.50
171 H 2.05470 4.67322 -2.62685  0.25
172 H 3.85321 4.88775 -2.64622  0.36
173 H 3.21727 3.30105 -2.84850  0.09
174 H 2.30741 3.41773 -0.62131  0.20
175 C 2.37846 -1.72058 2.55454  -0.49
176 O 1.15327 -2.37513 2.26856  -0.67
177 H 3.12339 -2.43375 2.86259  0.55
178 H 2.67040 -1.14230 1.68039  -0.78
179 H 2.30689 -1.06846 3.36396  0.50
180 H 1.01025 -2.26164 1.24681  0.04
181 C 1.12998 0.05141 0.18182  -0.80
182 O 0.94544 -1.32063 -0.16220  3.61
183 H 0.88713 0.32339 1.30057  -0.63
184 H 2.14448 0.34602 -0.03335  0.47
185 H 0.51000 0.57989 -0.48931  -0.39
186 H 1.58663 -1.47529 -0.86374  -1.23

Summary:
- orbital gap (eV) = 8.455
- total energy (Eh) = -3679.740185
- HOMO level (eV) = -8.1



> The lowest HOMO level belongs to which entry?

C42H113N9O12



> Among the records above, which one has the highest orbital gap?

C42H113N9O12



> Which value of HOMO level does entry 2 give?

-8.1 eV



> Which of these has the highest total energy?

C42H113N9O12